Formula: C36H43IrN4O5S
Source: the Open Molecules 2025 dataset
Level of theory: ωB97M-V/def2-TZVPD

Each line ends with the Mulliken spin population.
CARTESIAN COORDINATES (ANGSTROEM)
Ir1 0.490 -0.780 1.200  1.9742
C1 0.401 -3.486 4.306  -0.0129
C2 0.203 -2.030 3.859  0.2356
C3 -0.852 -1.208 4.364  0.1297
C4 -2.111 -1.772 5.014  -0.0483
C5 -0.795 0.275 4.211  0.1792
C6 -1.878 1.135 4.840  0.0203
C7 0.155 0.857 3.357  0.1230
C8 0.177 2.347 2.976  -0.0376
C9 1.304 -0.002 2.744  -0.1371
C10 2.701 0.724 2.754  0.0370
C11 1.232 -1.496 2.992  0.2075
C12 2.521 -2.296 2.850  -0.0191
H1 1.317 -3.541 4.911  0.0081
H2 0.595 -4.094 3.379  0.0154
H3 -0.401 -3.920 4.882  -0.0006
H4 -2.156 -1.316 6.054  0.0179
H5 -2.057 -2.873 5.015  -0.0024
H6 -3.007 -1.438 4.457  0.0134
H7 -2.179 0.671 5.819  0.0020
H8 -2.782 1.221 4.202  0.0066
H9 -1.516 2.149 5.126  0.0011
H10 0.445 2.498 1.911  0.0162
H11 0.982 2.825 3.476  0.0188
H12 -0.781 2.859 3.250  -0.0021
H13 2.997 1.058 3.811  0.0031
H14 2.708 1.626 2.128  -0.0057
H15 3.422 -0.044 2.488  0.0038
H16 3.165 -1.811 2.072  -0.0039
H17 2.224 -3.293 2.530  0.0039
H18 3.076 -2.392 3.767  0.0136
O1 -2.707 -1.098 0.007  0.0114
C13 -2.059 -0.183 -0.425  -0.0247
N1 -2.566 0.919 -1.038  0.0144
C14 -1.552 1.855 -1.447  -0.0254
C15 -0.285 1.217 -0.892  -0.0564
O2 0.892 1.482 -1.230  0.0268
N2 -0.695 0.089 -0.191  0.2513
C16 -1.401 1.847 -3.008  -0.0089
C17 -1.824 2.956 -3.712  0.0018
C18 -1.623 3.059 -5.089  0.0001
C19 -0.948 2.036 -5.725  0.0005
C20 -0.454 0.902 -5.025  -0.0007
C21 -0.620 0.844 -3.619  0.0031
C22 -1.534 3.200 -0.781  0.0064
C23 -0.482 4.041 -1.219  0.0016
C24 -0.392 5.312 -0.733  -0.0010
C25 -1.258 5.806 0.246  0.0016
C26 -2.201 4.928 0.757  -0.0014
C27 -2.299 3.573 0.359  0.0009
H19 -3.570 1.096 -1.190  0.0002
H20 -2.450 3.701 -3.227  0.0000
H21 -1.916 3.893 -5.772  0.0000
H22 -0.669 2.052 -6.776  0.0000
H23 0.156 0.178 -5.513  0.0001
H24 -0.342 -0.021 -3.056  0.0019
H25 0.237 3.702 -1.926  -0.0003
H26 0.366 5.994 -1.157  0.0001
H27 -1.197 6.827 0.612  0.0000
H28 -2.945 5.353 1.423  0.0001
H29 -3.086 2.980 0.810  0.0011
C28 7.720 1.193 -4.110  0.0658
S1 6.032 1.014 -4.690  0.2740
C29 5.382 2.644 -4.285  0.0665
O3 5.384 0.032 -3.805  0.5786
H30 8.364 1.399 -4.965  -0.0057
H31 7.971 0.214 -3.656  -0.0014
H32 7.890 1.898 -3.325  0.0124
H33 6.019 3.429 -4.664  -0.0002
H34 5.179 2.684 -3.219  0.0080
H35 4.411 2.772 -4.741  0.0019
O4 -5.599 -3.742 -0.063  0.0000
C30 -4.720 -4.766 -0.404  -0.0001
N3 -3.409 -4.123 -0.498  -0.0001
C31 -2.331 -4.766 -1.163  0.0011
O5 -2.507 -5.826 -1.777  0.0007
C32 -1.079 -4.100 -1.045  0.0097
C33 -0.001 -4.663 -1.726  0.0002
C34 1.247 -4.108 -1.528  0.0022
C35 1.394 -3.115 -0.603  -0.0091
N4 0.360 -2.534 0.032  0.0515
C36 -0.869 -3.087 -0.131  -0.0132
H36 -6.540 -4.065 -0.008  0.0000
H37 -4.947 -5.361 -1.341  0.0000
H38 -4.664 -5.609 0.345  0.0000
H39 -3.426 -3.138 -0.300  0.0002
H40 -0.151 -5.430 -2.480  -0.0004
H41 2.100 -4.534 -2.125  0.0006
H42 2.361 -2.640 -0.383  -0.0033
H43 -1.745 -2.664 0.445  -0.0050

E_HOMO (alpha / beta) = -12.11 / -12.64 eV
Spin multiplicity = 5
ΔE to the lowest compared entry with this formula, charge and spin = 64.03 kcal/mol
Lowest unoccupied orbital energy (alpha / beta) = -5.119 / -10.152 eV
Charge = +2